No. 1
Here is 2 unconnected molecules or ions with the total composition C37H47I2N2O9 in a non-equilibrium geometry from the OMol25 dataset. Energies are from the ωB97M-V functional and the def2-TZVPD basis.

Structure (XYZ):
```
97
C37H47I2N2O9, DFT the ωB97M-V functional and the def2-TZVPD basis
I -1.250 -2.633 3.722
I 1.963 -0.051 0.888
O 6.062 2.229 -0.441
O 0.873 -5.135 -3.104
O 8.479 -0.192 3.582
O -2.618 0.913 4.471
O -5.029 2.109 -0.163
O -0.419 0.739 4.422
O -1.442 0.616 -6.035
O 8.665 2.511 -0.261
O 5.908 -0.526 3.360
N -2.269 0.265 -0.355
N 1.401 3.667 3.249
C 1.015 -1.371 2.224
C -1.203 -0.406 1.649
C -2.594 0.014 -1.780
C 2.946 1.863 3.628
C -3.165 2.824 2.234
C -5.829 1.378 -1.092
C -0.948 -1.829 -0.407
C -6.019 -0.066 -0.639
C 0.638 1.545 3.996
C 1.942 -2.303 2.950
C -3.678 2.326 -0.506
C 8.072 1.769 0.659
C -1.801 -3.089 -0.069
C -2.357 1.365 -3.933
C -0.021 -5.383 -4.169
C 2.632 3.164 3.236
C -1.474 -0.620 0.299
C 7.989 0.378 2.626
C 8.728 1.173 1.666
C 1.918 1.021 4.017
C -2.555 1.599 1.606
C 0.357 -4.319 -2.072
C -1.375 4.245 1.134
C -1.639 0.746 -2.738
C -0.585 -5.083 -1.152
C -1.619 0.823 3.815
C 5.842 0.828 1.441
C 0.414 2.863 3.640
C 6.498 0.233 2.444
C -1.407 1.668 -5.088
C 6.578 1.641 0.492
C -2.786 1.367 0.258
C -1.773 0.676 2.316
C -0.169 0.083 -6.353
C -2.396 4.100 1.972
C -0.941 -4.340 0.133
C -0.308 -1.345 2.374
H 4.775 0.728 1.307
H -6.764 -0.097 0.152
H 9.797 1.261 1.796
H -3.148 0.717 -4.313
H -2.840 2.306 -3.660
H 0.481 0.840 -6.796
H 1.590 -3.327 2.813
H -0.766 3.407 0.810
H -3.419 3.338 -0.209
H 7.964 2.822 -0.865
H -0.859 0.068 -3.084
H -2.298 -2.892 0.880
H 3.968 1.511 3.608
H -5.092 -0.442 -0.204
H -1.511 -5.270 -1.702
H -1.160 1.547 -2.173
H -5.430 1.449 -2.106
H -0.129 -6.049 -0.936
H 0.305 -0.344 -5.465
H -0.941 -1.686 -1.479
H -1.485 -5.040 0.768
H -0.584 3.281 3.673
H 2.952 -2.262 2.556
H -1.077 5.219 0.774
H -2.599 -1.052 -1.955
H -1.038 -5.048 -3.950
H -0.060 -6.452 -4.372
H 0.313 -4.874 -5.076
H -3.512 2.271 -1.578
H 6.623 -0.821 3.961
H -4.178 2.980 1.864
H -0.155 -3.469 -2.543
H -3.607 0.345 -1.964
H -1.702 2.592 -5.591
H 0.079 -2.022 -0.128
H 3.425 3.821 2.905
H -0.312 -0.711 -7.080
H -0.036 -4.079 0.690
H 1.934 -2.075 4.015
H 1.223 -3.935 -1.531
H -3.250 2.694 3.307
H -2.746 4.958 2.536
H -6.342 -0.705 -1.458
H -0.388 1.830 -4.723
H -2.547 -3.264 -0.844
H -6.797 1.877 -1.090
H 2.096 0.000 4.318
```

Calculated values
net charge	+1
HOMO level	-0.4232	Eh
HOMO-LUMO gap	0.280	Eh

Here are the Mulliken charges for atoms 1 to 8, given in e:
1 I 0.148
2 I 0.181
3 O -0.664
4 O -0.499
5 O -0.620
6 O -0.535
7 O -0.354
8 O -0.419

No. 2
Here is a molecular structure, C37H47N5O5SSeW from the OMol25 dataset. Energies are from the ωB97M-V functional and the def2-TZVPD basis.

Structure (XYZ):
```
97
C37H47N5O5SSeW, DFT the ωB97M-V functional and the def2-TZVPD basis
W 1.833 1.027 0.610
Se -0.334 0.706 2.091
S 1.319 3.451 1.497
O 2.378 0.399 2.407
O 4.041 -0.307 3.720
O 5.700 2.436 -0.067
O 2.516 -0.700 0.250
O 2.111 -0.052 -0.959
N -0.287 1.412 -0.796
N 3.740 1.723 0.882
N -0.472 -1.756 -0.627
N 1.879 3.070 4.250
N 2.309 2.483 -1.046
C 3.730 2.378 -1.412
C 1.182 -3.298 1.117
C -2.677 -3.138 -2.227
C -1.880 -5.507 0.604
C 2.183 -3.580 -0.012
C -0.695 5.171 -2.687
C -0.143 -0.716 3.358
C 1.690 -3.912 2.419
C -0.086 1.649 -3.869
C -0.294 4.067 -3.414
C -1.836 3.585 0.557
C -0.910 -3.073 -0.300
C 1.650 3.227 3.129
C 0.850 0.482 -3.573
C -1.789 4.823 1.452
C 0.661 -0.606 4.486
C -1.233 0.561 -0.829
C -1.681 -2.629 -3.271
C -0.254 2.789 -2.854
C -0.569 2.670 -1.485
C -0.178 -3.792 0.661
C -0.285 -2.651 5.340
C 0.604 -1.591 5.461
C -1.125 3.749 -0.774
C 3.643 0.408 2.849
C 4.514 2.197 -0.138
C -1.321 -0.851 -0.394
C -1.155 4.995 -1.396
C -3.306 3.219 0.303
C -1.482 1.137 -4.248
C -3.860 -2.177 -2.068
C -0.694 -4.997 1.113
C -2.515 -4.845 -0.429
C -1.105 -2.744 4.225
C -1.023 -1.786 3.226
C 4.438 1.459 2.126
C -2.037 -3.631 -0.926
H 1.316 0.245 4.608
H -3.387 -5.288 -0.897
H -2.128 4.553 2.453
H -2.456 5.606 1.086
H 1.875 -3.102 -0.942
H -2.154 -2.621 -4.255
H -1.796 -3.571 4.118
H 0.844 -0.193 -4.431
H -3.425 2.327 -0.312
H 3.173 -3.206 0.252
H -4.529 -2.499 -1.268
H -3.815 3.042 1.252
H -1.550 5.840 -0.850
H 4.077 3.257 -1.950
H 1.885 0.804 -3.442
H 0.314 2.140 -4.760
H -0.339 -3.404 6.116
H -0.029 4.180 -4.458
H -2.300 -1.080 0.040
H 1.967 -4.960 2.283
H 3.872 1.493 -2.032
H -0.801 -3.271 -3.321
H -1.414 0.433 -5.078
H 4.470 2.350 2.760
H -2.132 1.962 -4.543
H -1.374 2.768 1.103
H -1.959 0.617 -3.416
H 2.112 3.439 -0.752
H -1.335 -1.616 -3.067
H 1.243 -1.514 6.331
H -2.278 -6.441 0.978
H 2.255 -4.657 -0.182
H -3.537 -1.158 -1.848
H 2.585 -3.376 2.739
H -0.784 5.230 1.537
H 1.119 -2.219 1.258
H -0.698 6.153 -3.141
H -4.435 -2.136 -2.995
H -0.162 -5.545 1.878
H -3.816 4.038 -0.210
H 0.960 -3.846 3.225
H 0.566 -0.103 -2.702
H -3.099 -4.052 -2.654
H -1.651 -1.868 2.347
H 1.725 2.298 -1.854
H 5.459 1.133 1.940
H -2.177 0.883 -1.273
```

Calculated values
relative energy (zero: lowest compared OMol25 entry of this formula, charge and spin)	1.6957	eV
HOMO level	-0.3030	Eh
HOMO-LUMO gap	0.248	Eh

Here are the Mulliken charges for atoms 1 to 8, given in e:
1 W 2.022
2 Se -0.408
3 S -0.213
4 O -0.100
5 O -0.610
6 O -0.691
7 O -0.310
8 O -0.483

No. 3
Here is a molecular structure, C37H48BrF6I2KN3O6PS3 in a non-equilibrium geometry from the OMol25 dataset. Energies are from the ωB97M-V functional and the def2-TZVPD basis.

Structure (XYZ):
```
108
C37H48BrF6I2KN3O6PS3, DFT the ωB97M-V functional and the def2-TZVPD basis
I 7.028 9.276 20.804
I 5.929 11.039 18.068
Br 11.414 12.732 13.144
K 10.017 14.722 16.359
S 10.947 17.352 17.658
S 9.505 5.809 18.902
S 10.586 7.306 21.053
P 7.916 10.341 14.341
F 11.519 4.601 17.629
F 12.990 7.449 19.805
F 12.931 6.056 21.387
F 11.554 6.754 17.457
F 10.097 5.634 16.413
F 12.950 8.180 21.879
O 9.477 14.901 13.761
O 10.285 8.565 20.438
O 8.972 15.199 18.680
O 10.107 7.118 22.421
O 8.964 4.446 18.859
O 8.664 6.922 18.633
N 8.410 17.418 18.719
N 10.395 5.950 20.196
N 8.839 19.040 17.304
C 9.339 17.889 17.868
C 9.988 8.752 13.748
C 9.009 9.513 11.722
C 7.727 19.816 17.970
C 6.360 16.635 11.241
C 6.822 16.819 20.937
C 7.418 16.259 12.257
C 10.763 7.885 11.641
C 6.652 15.853 13.571
C 8.571 19.878 15.054
C 9.523 13.797 7.498
C 12.448 7.232 21.026
C 8.433 16.151 19.194
C 9.734 12.835 10.801
C 10.867 7.903 13.017
C 9.846 8.699 11.011
C 6.985 11.311 13.084
C 8.819 11.567 8.354
C 5.973 16.506 21.992
C 8.241 15.029 11.740
C 6.766 14.258 21.897
C 6.289 19.507 17.768
C 9.213 14.436 12.611
C 7.670 14.559 20.917
C 7.197 13.388 7.958
C 7.589 9.914 18.920
C 8.385 17.431 12.435
C 5.913 15.224 22.445
C 10.745 5.696 17.558
C 9.496 19.774 16.270
C 9.901 13.318 12.059
C 8.801 13.457 9.926
C 9.095 9.589 13.116
C 6.786 8.936 14.611
C 7.619 15.832 20.410
C 8.108 14.558 10.449
C 8.568 13.042 8.530
H 11.457 7.184 11.124
H 6.808 17.735 20.374
H 9.848 11.280 8.643
H 6.317 12.906 8.422
H 8.780 11.215 7.299
H 7.022 14.449 7.952
H 9.854 20.715 16.671
H 6.150 16.760 13.949
H 7.477 15.092 9.709
H 6.256 8.649 13.711
H 6.778 13.282 22.328
H 7.859 19.694 19.035
H 5.991 19.236 16.715
H 9.736 8.666 9.946
H 6.191 10.657 12.558
H 7.230 13.093 6.903
H 7.703 20.595 15.163
H 10.541 13.874 7.858
H 5.793 17.555 11.569
H 10.349 12.041 10.393
H 7.856 9.049 18.353
H 5.698 15.771 11.088
H 9.016 17.291 13.272
H 7.681 11.685 12.366
H 10.131 8.861 14.816
H 7.923 18.371 12.625
H 9.172 14.797 7.322
H 9.149 20.029 14.096
H 6.848 16.959 10.340
H 8.210 18.863 15.017
H 11.562 7.221 13.505
H 5.903 15.079 13.315
H 8.473 10.539 19.010
H 8.360 10.164 11.155
H 8.075 10.991 8.965
H 5.323 17.264 22.435
H 5.698 20.315 18.181
H 7.958 20.839 17.674
H 9.011 17.549 11.549
H 8.494 13.823 20.679
H 7.322 8.141 15.163
H 6.087 18.583 18.349
H 9.544 13.282 6.481
H 7.325 15.472 14.352
H 5.323 14.908 23.315
H 6.038 9.374 15.273
H 10.416 19.303 15.924
H 6.444 12.143 13.469
```

Calculated values
net charge	-2
relative energy (zero: lowest compared OMol25 entry of this formula, charge and spin)	0.4962	eV
HOMO level	-0.1075	Eh
HOMO-LUMO gap	0.239	Eh

Here are the Mulliken charges for atoms 1 to 8, given in e:
1 I 0.032
2 I -0.019
3 Br -0.282
4 K 0.975
5 S -0.471
6 S 1.028
7 S 1.021
8 P 0.333

No. 4
Here is a molecular structure, C37H48CrIN8O2S2 from the OMol25 dataset. Energies are from the ωB97M-V functional and the def2-TZVPD basis.

Structure (XYZ):
```
99
C37H48CrIN8O2S2, DFT the ωB97M-V functional and the def2-TZVPD basis
I 1.845 0.996 1.344
Cr -0.841 -0.714 0.438
S -2.220 2.007 -3.634
S -2.287 -2.104 -0.855
O -2.186 -3.797 4.389
O 0.807 -1.557 -0.460
N 0.955 -1.926 -2.677
N 2.309 1.077 -1.830
N 2.098 -3.271 -1.123
N -0.097 -1.398 2.154
N 2.265 0.926 -4.055
N -1.863 -5.968 0.351
N -1.694 0.567 0.861
N -0.714 0.652 -2.083
C -1.700 2.974 0.568
C 5.890 0.235 -2.298
C -0.521 -0.804 4.476
C 0.389 -5.449 -0.696
C 0.995 0.523 3.185
C 5.868 0.132 -3.698
C -1.059 -4.348 3.704
C -3.844 1.659 0.750
C -1.958 0.900 -2.354
C -2.355 1.915 2.745
C -0.528 2.142 -3.839
C 4.755 0.553 -1.580
C 0.911 -5.760 -4.963
C -0.276 -0.005 5.580
C -1.670 -5.744 1.794
C -1.394 -4.489 2.246
C 1.244 1.317 4.292
C -0.090 -4.632 -5.192
C -1.466 -3.360 1.417
C 0.611 1.060 5.501
C 1.059 -2.817 -3.819
C 3.570 0.663 -3.691
C -2.069 -3.545 0.153
C 2.152 -3.841 0.221
C -3.061 -5.087 -1.640
C -0.193 -3.666 -4.016
C -2.391 1.775 1.220
C 3.576 0.768 -2.294
C 0.105 -0.560 3.246
C -0.629 -6.523 -0.355
C 1.522 -5.245 0.311
C 1.566 1.142 -2.892
C 0.113 1.350 -2.937
C -1.322 -1.974 1.947
C -2.441 -4.776 -0.319
C 1.256 -2.244 -1.391
C 4.711 0.346 -4.422
H -2.772 0.437 -1.813
H -1.657 -6.645 2.386
H -3.666 -4.245 -1.970
H 1.233 -2.207 -4.710
H 0.904 -6.470 -5.790
H -1.077 -5.062 -5.376
H -3.724 -5.959 -1.569
H 0.808 1.686 6.361
H -2.339 -5.298 -2.443
H -1.213 -1.634 4.548
H -4.290 0.738 1.126
H -2.556 -6.709 0.257
H -0.189 -3.689 3.812
H -4.427 2.507 1.113
H 0.817 -5.693 -1.673
H -1.326 1.982 3.101
H 6.821 0.060 -1.776
H -3.902 1.648 -0.340
H 1.949 -3.439 -3.715
H 1.603 -3.147 0.856
H -0.088 2.799 -4.572
H -0.806 -5.328 4.122
H 2.279 -6.022 0.165
H 2.457 -3.812 -1.889
H -0.161 -4.517 -0.834
H 3.187 -3.859 0.563
H 4.761 0.629 -0.501
H -2.893 2.817 3.046
H -1.044 -2.992 -4.150
H -1.718 2.894 -0.520
H -1.995 -3.805 5.332
H 4.699 0.267 -5.502
H -0.997 -7.005 -1.262
H 1.860 0.832 -4.969
H -2.153 -1.605 2.553
H 1.927 2.152 4.204
H -0.661 3.030 0.892
H 0.165 -1.293 -2.681
H 1.137 -5.363 1.325
H 0.174 -4.081 -6.101
H -0.400 -4.215 -3.094
H 1.933 -5.390 -4.865
H -2.823 1.053 3.221
H 0.668 -6.311 -4.051
H -0.226 -7.290 0.311
H 6.781 -0.120 -4.222
H -0.784 -0.218 6.513
H -2.210 3.896 0.854
```

Calculated values
relative energy (zero: lowest compared OMol25 entry of this formula, charge and spin)	2.3612	eV
HOMO level (spin up / spin down)	-0.2101 / -0.2089	Eh
multiplicity	2
HOMO-LUMO gap (spin up / spin down)	0.218 / 0.217	Eh

Here are the Mulliken charges for atoms 1 to 8, given in e:
1 I 0.257
2 Cr -0.003
3 S -0.236
4 S -0.818
5 O -0.598
6 O 0.555
7 N 0.692
8 N -0.197

- Number 2 is which compound?
  C37H47N5O5SSeW